1.
This record from the Open Molecules 2025 dataset describes C3H3N3O2 in the gas phase at a distorted geometry. The level of theory is wB97M-V/def2-TZVPD.

XYZ file:
```
11
C3H3N3O2, DFT wB97M-V/def2-TZVPD
H 1.56 -2.10 1.28
N 1.30 -1.05 1.36
C 0.66 -0.50 0.44
N 0.37 -0.63 -0.89
C -0.62 0.24 -1.24
O -1.35 0.21 -2.23
N -0.93 1.08 -0.14
C -0.10 0.84 0.95
O 0.00 1.36 2.05
H 0.73 -1.28 -1.51
H -1.61 1.83 -0.07
```

Computed properties:
ΔE to the lowest compared entry with this formula, charge and spin ... 1.0815 eV
E_tot ... -11724.876 eV
HOMO-LUMO gap ... 10.31 eV
Structure (SMILES) ... [H]/N=C1\NC(=O)NC1=O

Atom charges from the Löwdin analysis, given in e for atoms 1 to 6: number 1, H, carries 0.109; number 2, N, carries 0.165; number 3, C, carries -0.332; number 4, N, carries 0.188; number 5, C, carries -0.461; number 6, O, carries 0.074

=====

2.
This record from the Open Molecules 2025 dataset describes a molecular structure, C9H7N2O5Pd at a distorted geometry. The level of theory is wB97M-V/def2-TZVPD.

XYZ file:
```
24
C9H7N2O5Pd, DFT wB97M-V/def2-TZVPD
O 0.23 3.70 -4.85
C -0.19 4.12 -3.81
Pd 0.16 0.53 -1.60
O 0.28 3.01 0.56
C 0.18 2.38 -0.41
C -0.12 -1.67 -2.28
O -0.34 -2.57 -2.97
C 2.18 1.10 -1.73
O 3.31 0.94 -1.61
C -1.90 1.02 -1.52
O -2.91 0.46 -1.58
H 0.07 1.40 -3.04
C -1.00 -1.19 3.52
N -0.21 -1.19 2.29
C 0.82 -2.04 1.82
C 1.13 -1.54 0.57
N 0.37 -0.44 0.35
C -0.45 -0.25 1.36
H -1.54 -2.14 3.51
H -0.26 -1.12 4.32
H -1.69 -0.31 3.49
H 1.20 -2.87 2.42
H 1.84 -1.91 -0.15
H -1.17 0.56 1.33
```

Computed properties:
ΔE to the lowest compared entry with this formula, charge and spin ... 2.1815 eV
E_tot ... -26102.203 eV
HOMO-LUMO gap (alpha / beta) ... 9.04 / 4.47 eV
Total charge ... +3
Spin multiplicity ... 5

Atom charges from the Löwdin analysis, given in e for atoms 1 to 6: number 1, O, carries 0.019; number 2, C, carries 0.103; number 3, Pd, carries 0.657; number 4, O, carries 0.223; number 5, C, carries -0.028; number 6, C, carries 0.050

=====

3.
This record from the Open Molecules 2025 dataset describes C5H9NO in the gas phase. The level of theory is wB97M-V/def2-TZVPD.

XYZ file:
```
16
C5H9NO, DFT wB97M-V/def2-TZVPD
C -1.42 1.08 1.02
C -1.45 -0.39 0.67
O -2.46 -1.06 0.79
C -0.18 -1.00 0.14
C 1.18 -0.62 0.72
N 0.70 -0.10 -0.50
C 1.17 0.20 -1.82
H -2.41 1.52 0.86
H -1.16 1.18 2.08
H -0.66 1.62 0.44
H -0.30 -2.04 -0.19
H 1.92 -1.42 0.77
H 1.24 0.11 1.53
H 2.24 0.01 -1.93
H 0.99 1.27 -2.00
H 0.60 -0.36 -2.57
```

Computed properties:
ΔE to the lowest compared entry with this formula, charge and spin ... 2.5669 eV
E_tot ... -8866.646 eV
HOMO-LUMO gap ... 9.53 eV
Structure (SMILES) ... CC(=O)[C@@H]1CN1C

Atom charges from the Löwdin analysis, given in e for atoms 1 to 6: number 1, C, carries -0.012; number 2, C, carries -0.395; number 3, O, carries 0.070; number 4, C, carries -0.188; number 5, C, carries -0.083; number 6, N, carries -0.181

=====

4.
This record from the Open Molecules 2025 dataset describes a molecular structure, C24H17BrIrNO5PSTe at a distorted geometry. The level of theory is wB97M-V/def2-TZVPD.

XYZ file:
```
52
C24H17BrIrNO5PSTe, DFT wB97M-V/def2-TZVPD
Ir 1.55 1.40 1.52
O 0.84 1.87 3.55
S -0.57 1.45 3.67
O -1.13 1.82 4.92
O -1.30 1.79 2.47
C -0.59 -0.35 3.73
C -1.06 -0.97 4.92
C -1.26 -2.33 5.06
C -1.00 -3.09 3.89
C -0.63 -2.54 2.72
C -0.38 -1.17 2.60
P 0.06 -0.43 1.03
C -1.38 0.01 0.15
C -2.60 -0.49 0.43
C -3.64 -0.31 -0.46
C -3.46 0.40 -1.59
C -2.28 1.11 -1.81
C -1.27 0.91 -0.90
C 0.68 -1.84 0.03
C 1.57 -2.71 0.57
C 2.07 -3.80 -0.14
C 1.86 -3.90 -1.54
C 1.08 -2.92 -2.12
C 0.49 -1.91 -1.35
H -1.30 -0.21 5.70
H -1.57 -2.70 6.05
H -1.10 -4.13 3.90
H -0.42 -3.25 1.88
H -2.76 -1.24 1.23
H -4.59 -0.86 -0.37
H -4.29 0.59 -2.20
H -2.20 1.75 -2.70
H -0.36 1.45 -1.00
H 1.64 -2.80 1.63
H 2.47 -4.58 0.53
H 2.34 -4.72 -2.12
H 1.02 -2.85 -3.20
H -0.15 -1.12 -1.78
Br -0.34 6.11 -4.17
C 0.69 4.45 -3.95
C 1.50 3.93 -5.00
N 2.40 2.92 -4.89
C 2.51 2.39 -3.63
C 1.65 2.72 -2.58
C 0.77 3.81 -2.76
C 1.78 2.08 -1.14
O 2.14 0.86 -1.04
O 1.53 2.86 -0.16
H 1.42 4.44 -5.94
H 3.24 1.61 -3.49
H 0.24 4.14 -1.90
Te 4.10 0.36 1.75
```

Computed properties:
ΔE to the lowest compared entry with this formula, charge and spin ... 0.8106 eV
E_tot ... -137186.568 eV
HOMO-LUMO gap (alpha / beta) ... 8.15 / 6.54 eV
Spin multiplicity ... 6

Atom charges from the Löwdin analysis, given in e for atoms 1 to 6: number 1, Ir, carries 0.844; number 2, O, carries -0.479; number 3, S, carries 0.424; number 4, O, carries -0.281; number 5, O, carries -0.326; number 6, C, carries -0.225

=====

5.
This record from the Open Molecules 2025 dataset describes a molecular structure, C25H25BaIN7. The level of theory is wB97M-V/def2-TZVPD.

XYZ file:
```
59
C25H25BaIN7, DFT wB97M-V/def2-TZVPD
Ba -0.23 -0.42 -2.36
C 1.51 -4.75 2.33
C 0.96 -3.46 1.78
C 1.66 -2.26 1.92
C 1.17 -1.08 1.39
C -0.06 -1.02 0.70
N -0.46 0.17 0.09
C -0.92 1.19 0.87
C -1.45 1.00 2.17
C -1.96 2.04 2.92
C -2.00 3.35 2.43
C -2.61 4.47 3.22
C -1.47 3.56 1.17
C -0.93 2.52 0.42
N -0.28 2.89 -0.81
C 0.60 3.90 -0.94
C 0.93 4.01 -2.27
C 0.18 3.01 -2.89
N -0.55 2.33 -2.00
C -0.75 -2.23 0.60
C -0.25 -3.42 1.12
N -2.06 -2.27 0.00
C -3.21 -2.59 0.62
C -4.20 -2.59 -0.33
C -3.54 -2.26 -1.52
N -2.24 -2.08 -1.32
H 1.79 -4.64 3.38
H 2.40 -5.06 1.78
H 0.78 -5.55 2.26
H 2.61 -2.25 2.44
H 1.73 -0.16 1.50
H -1.44 0.00 2.58
H -2.35 1.83 3.91
H -2.33 4.40 4.28
H -3.70 4.44 3.18
H -2.29 5.44 2.85
H -1.48 4.56 0.74
H 0.93 4.45 -0.07
H 1.61 4.72 -2.72
H 0.13 2.76 -3.94
H -0.84 -4.32 0.99
H -3.23 -2.78 1.68
H -5.25 -2.79 -0.19
H -3.96 -2.16 -2.51
I 2.28 -3.17 -2.02
C 3.16 -1.38 -1.38
C 4.31 -1.43 -0.60
C 4.82 -0.22 -0.16
C 4.19 0.97 -0.51
C 3.05 0.90 -1.29
N 2.55 -0.26 -1.73
H 4.76 -2.37 -0.34
H 5.72 -0.21 0.45
H 4.56 1.92 -0.17
H 2.52 1.80 -1.58
N -1.12 -0.82 -5.24
H -0.55 -0.36 -5.95
H -2.07 -0.50 -5.42
H -1.11 -1.80 -5.49
```

Computed properties:
ΔE to the lowest compared entry with this formula, charge and spin ... 0.0000 eV
E_tot ... -45553.168 eV
HOMO-LUMO gap ... 6.66 eV
Total charge ... +1

Atom charges from the Löwdin analysis, given in e for atoms 1 to 6: number 1, Ba, carries 1.705; number 2, C, carries -0.042; number 3, C, carries -0.283; number 4, C, carries -0.039; number 5, C, carries -0.024; number 6, C, carries -0.349

=====

Look up the ΔE to the lowest compared entry with this formula, charge and spin of the second one. 2.1815 eV